(1)
Entry from the Open Molecules 2025 dataset: BrZn3 as an isolated structure at a distorted geometry (ωB97M-V/def2-TZVPD).

Summary:
ΔE to the lowest compared entry with this formula, charge and spin = 0.00 kcal per mole
calculated total energy = -215211.9062 eV
max |F| = 1.2 eV/A
net charge = +5

XYZ file:
```
4
Properties=species:S:1:pos:R:3:lowdin_charge:R:1
Br 0.08552 1.28701 -0.47247 0.0355
Zn -2.56667 -1.41915 -1.54468 1.6642
Zn 3.42324 0.66197 -1.00541 1.6332
Zn -0.94208 -0.52983 3.02256 1.6672
```



(2)
Entry from the Open Molecules 2025 dataset: one molecule with the formula C3H4N2O2S at a distorted geometry (ωB97M-V/def2-TZVPD).

Summary:
ΔE to the lowest compared entry with this formula, charge and spin = 77.85 kcal per mole
calculated total energy = -21083.4560 eV
max |F| = 4.8 eV/A
SMILES = C=NNC(=O)C(=O)S

XYZ file:
```
12
Properties=species:S:1:pos:R:3:lowdin_charge:R:1
S 3.20455 -0.42038 -0.15399 0.8609
O 1.24910 1.73224 0.17935 0.0486
O 0.74036 -1.62817 -0.02182 0.0322
N -0.73524 0.87175 -0.12216 0.0218
N -1.55741 -0.09759 -0.73591 -0.0103
C -2.08808 -0.78305 0.23086 -0.0475
C 1.45164 -0.67138 -0.08130 -0.6816
C 0.65728 0.76453 -0.12206 -0.4289
H -0.98747 1.73682 -0.38658 0.0876
H -1.97271 -0.77175 1.40482 0.1150
H -2.89502 -1.64031 -0.03308 0.1079
H 2.93302 0.90729 -0.15813 -0.1059
```



(3)
Entry from the Open Molecules 2025 dataset: C25H29N7OReS2 as an isolated structure at a distorted geometry (ωB97M-V/def2-TZVPD).

Summary:
2S+1 = 2
ΔE to the lowest compared entry with this formula, charge and spin = 0.00 kcal per mole
calculated total energy = -62662.0662 eV
max |F| = 2.5 eV/A
net charge = +2

XYZ file:
```
65
Properties=species:S:1:pos:R:3:lowdin_charge:R:1
Re -1.49271 0.60149 -0.15742 1.1996
S -1.63721 -1.69551 -0.84752 0.7003
S -3.65441 1.44279 -0.77272 0.7279
O 0.54719 0.24819 0.46178 -0.1663
N 0.49559 -3.01161 -1.77812 -0.0966
N 0.79649 -1.99461 0.24068 0.1281
N -1.63871 0.31359 1.94798 -0.0644
N -3.78341 3.99799 -1.50652 0.1342
N -2.08281 3.49239 -0.02222 0.0284
N -1.54191 2.48029 0.65918 -0.2002
N -0.96231 1.14499 -2.18652 -0.1522
C 0.41979 2.41269 -3.66552 -0.0115
C -3.09191 3.14909 -0.76372 -0.7420
C 1.74669 -0.92091 2.14648 -0.1452
C -1.06331 2.60879 1.86898 -0.2141
C 0.05309 -2.22871 -0.81442 -0.6325
C 3.29069 -0.96061 4.46378 -0.0432
C 2.85049 0.25009 3.94478 -0.0594
C -1.01481 0.05249 4.63608 0.0122
C -1.71361 0.78859 -3.23792 -0.1783
C -1.09201 1.36089 2.62388 -0.2065
C 2.17049 -2.13781 2.69068 -0.0048
C -1.45991 1.22799 -4.52252 -0.0163
C -0.37661 2.06489 -4.74712 -0.0072
C 2.93839 -2.15191 3.84038 -0.0475
C 2.08409 0.27039 2.79678 -0.0368
C -0.74861 1.23959 3.97118 0.0331
C 1.84309 -3.56601 -1.67242 -0.1666
C 0.96419 -0.87311 0.90678 -0.4304
C 2.92349 -2.50811 -1.86762 -0.0474
C 0.09029 1.94019 -2.40562 -0.0978
C -1.90871 -0.81221 2.59658 -0.0755
C -0.27171 -3.31171 -2.97042 -0.2173
C 0.15999 -2.46001 -4.16712 -0.0485
C -0.71161 3.92729 2.44248 0.0174
C -1.63491 -0.98051 3.94638 0.0148
H 1.94269 -4.35001 -2.42362 0.1306
H 3.12349 1.17969 4.42328 0.1136
H 1.94849 -4.01121 -0.67942 0.1275
H -1.32711 -3.12931 -2.75722 0.0630
H 0.19369 -1.40291 -3.90262 0.0620
H -0.15281 2.42369 -5.73992 0.1284
H 1.90439 -3.06071 2.19838 0.1145
H 3.91689 -0.97601 5.34318 0.1172
H -1.89551 -1.90341 4.43868 0.1290
H -4.66891 3.70559 -1.89082 0.1089
H 1.13709 -2.76661 -4.53202 0.0792
H -0.28701 2.06519 4.48868 0.1320
H 1.76179 1.20779 2.36738 0.1091
H 1.28169 3.04759 -3.79422 0.1237
H 2.82849 -1.72471 -1.12142 0.0645
H 0.20849 3.86689 3.01678 0.0966
H -0.59501 4.65089 1.63828 0.0913
H 2.86009 -2.06671 -2.85742 0.0720
H -0.55611 -2.59281 -4.97442 0.0866
H -1.49741 4.28549 3.10998 0.1162
H -0.75511 -0.05521 5.67848 0.1340
H -3.56871 4.98389 -1.48982 0.1315
H 0.69669 2.19689 -1.54542 0.1205
H -0.14141 -4.37101 -3.20632 0.1351
H -2.55061 0.12929 -3.04432 0.0830
H -2.37601 -1.60031 2.01838 0.1112
H -2.10661 0.92369 -5.32962 0.1263
H 3.27729 -3.09411 4.24538 0.1163
H 3.90439 -2.96261 -1.75772 0.0891
```



(4)
Entry from the Open Molecules 2025 dataset: one molecule with the formula C5H13NO at a distorted geometry (ωB97M-V/def2-TZVPD).

Summary:
ΔE to the lowest compared entry with this formula, charge and spin = 57.59 kcal per mole
calculated total energy = -8931.5135 eV
max |F| = 1.6 eV/A
SMILES = CC(C)[N@@H+](C)C[O-]

XYZ file:
```
20
Properties=species:S:1:pos:R:3:lowdin_charge:R:1
O 0.01053 2.82793 -0.46168 -0.2247
N 0.34891 0.63529 -0.18925 -0.1488
C 0.15795 -0.75652 1.86472 -0.0552
C -1.16672 -1.35159 -0.21038 -0.0539
C -0.54990 -0.22682 0.61862 -0.4083
C -0.40873 1.76813 -1.13070 -0.3433
C 1.49477 -0.01605 -0.83236 -0.0463
H -1.48334 1.51699 -1.07631 0.1019
H -0.01971 1.59642 -2.14957 0.1051
H 2.10220 0.75855 -1.29915 0.1001
H -1.94161 -1.85340 0.36988 0.0841
H -1.34778 0.44763 0.94358 0.1444
H -0.42187 -2.09959 -0.48633 0.0769
H -1.62241 -0.96310 -1.12148 0.0797
H 0.92883 -1.48627 1.61253 0.0732
H -0.56345 -1.25579 2.51210 0.0827
H 2.10759 -0.54126 -0.09948 0.0852
H 0.61635 0.05739 2.42718 0.0848
H 0.59202 1.66184 0.30557 0.1735
H 1.16638 -0.71978 -1.59749 0.0891
```



(5)
Entry from the Open Molecules 2025 dataset: FFeHMgNO3S2 as an isolated structure at a distorted geometry (ωB97M-V/def2-TZVPD).

Summary:
2S+1 = 6
ΔE to the lowest compared entry with this formula, charge and spin = 0.00 kcal per mole
calculated total energy = -71863.8783 eV
max |F| = 2.6 eV/A

XYZ file:
```
10
Properties=species:S:1:pos:R:3:lowdin_charge:R:1
Fe -0.06286 1.74644 0.63063 0.9910
S 0.97773 0.15205 -2.58227 0.2047
S -0.55897 -1.00557 -0.44088 0.7310
Mg 1.76576 -2.28151 -2.17834 0.5181
F -1.93563 -1.24781 -1.41939 -0.3681
O -0.61116 0.61814 2.06313 -0.3408
O 0.20476 -2.25184 -0.85610 -0.6902
O -0.29981 2.06342 2.60320 -0.2011
N 0.09004 0.29124 -1.03682 -0.9342
H 0.43015 1.91545 3.21686 0.0896
```



(6)
Entry from the Open Molecules 2025 dataset: C15H29N2O3PPb as an isolated structure at a distorted geometry (ωB97M-V/def2-TZVPD).

Summary:
calculated total energy = -39633.9175 eV
max |F| = 6.3 eV/A
net charge = +4

XYZ file:
```
51
Properties=species:S:1:pos:R:3:lowdin_charge:R:1
Pb 0.33601 -0.29668 1.31367 1.2263
P -0.07612 0.18212 -1.71312 1.1272
O 3.95734 1.07797 1.52019 0.1674
O -3.15930 -0.36910 0.47449 0.2074
O -0.62196 3.28541 1.63921 0.2104
N -0.27532 -0.50723 5.98135 -0.0153
N -0.42150 -0.84265 3.54307 0.1418
C -0.78653 -1.34896 7.06996 0.1157
C 2.84521 0.78032 1.60929 -0.0409
C -1.27959 1.05120 -4.09110 -0.0396
C -0.22251 2.21126 1.58660 -0.0367
C -2.06119 -0.02673 0.59567 -0.1204
C -1.81260 2.44649 -1.98555 -0.0762
C 0.84465 -2.50687 -1.75183 -0.1220
C -0.08391 -1.53924 -2.47641 -0.4909
C -0.45014 -0.79829 4.72833 -0.0807
C -1.49519 1.05850 -2.56930 -0.4951
C 2.70354 0.12798 -2.30520 -0.0830
C 1.41352 0.89617 -2.61036 -0.4960
C 0.44950 0.73127 6.29621 0.0977
C -1.48825 -2.12126 -2.57832 -0.0725
C 1.58088 2.37987 -2.27354 -0.0791
H -1.39916 -3.19992 -2.73378 0.1134
H 2.55541 2.72638 -2.64822 0.1151
H -2.07565 -1.95794 -1.66837 0.0745
H 0.81322 3.01359 -2.73869 0.0770
H -0.28976 -4.53168 0.31929 0.0788
H -0.46409 1.72804 -4.39205 0.1000
H 0.94459 -3.41610 -2.35975 0.1261
H -1.89137 2.45090 -0.89342 0.0491
H -0.23780 -4.02512 0.89475 0.0320
H 1.47593 0.69952 5.90078 0.1509
H -2.05673 -1.73857 -3.43000 0.0981
H -0.34565 -2.35652 7.03154 0.1649
H -1.05647 0.03690 -4.46064 0.0886
H 1.85558 -2.14244 -1.58131 0.0578
H 0.44407 -2.82511 -0.78826 -0.0053
H 0.47956 0.84613 7.37802 0.1336
H -0.50910 -0.85341 8.00852 0.1367
H 1.57805 2.52882 -1.18212 0.0735
H -2.37819 0.43258 -2.35243 0.1059
H -2.79756 2.75038 -2.36562 0.1181
H 3.54506 0.61150 -2.82015 0.1195
H 2.68508 -0.90493 -2.67149 0.0780
H -1.87805 -1.46043 6.98375 0.1639
H 0.32344 -1.39917 -3.49116 0.1458
H 2.93411 0.14194 -1.22927 0.0638
H -1.09312 3.21848 -2.27490 0.0812
H -0.06311 1.59236 5.84278 0.1489
H 1.20281 0.77547 -3.68439 0.1299
H -2.19763 1.38677 -4.59667 0.1345
```



(7)
Entry from the Open Molecules 2025 dataset: a 8-piece molecular cluster, C5H25NO9 overall at a distorted geometry (ωB97M-V/def2-TZVPD).

Summary:
2S+1 = 2
ΔE to the lowest compared entry with this formula, charge and spin = 21.34 kcal per mole
calculated total energy = -25499.0718 eV
max |F| = 2.5 eV/A
net charge = +1

XYZ file:
```
40
Properties=species:S:1:pos:R:3:lowdin_charge:R:1
O 0.81459 4.03913 1.02692 -0.0457
O -2.41789 -2.99358 -1.48552 -0.0379
O -3.66233 0.93243 -2.13211 -0.0420
O -2.43765 -2.56133 3.25417 -0.0476
O -0.56152 -0.63738 -0.17594 0.1856
O 3.14811 0.79572 -1.18107 0.0393
O -1.95402 2.56665 -0.56819 -0.0644
O 0.92751 2.98361 -1.93687 -0.0359
O -0.11438 0.23195 3.82719 -0.0750
N 1.19884 0.66449 0.03073 0.3061
C 0.60414 -0.56459 -0.46850 -0.3615
C 1.10307 -3.03206 -0.62148 -0.1841
C 1.26406 -2.99433 0.92201 -0.0772
C 2.63866 0.95567 0.09674 -0.1730
C 1.40015 -1.63119 -1.17068 -0.0942
H 0.74740 -2.16202 1.40687 0.0556
H 2.92934 1.50206 -1.80550 0.1166
H 0.17580 0.92347 4.43798 0.0424
H -2.95285 -2.09763 2.58092 0.0357
H 0.16141 -3.42829 -0.93122 0.0825
H 0.92227 3.84419 0.08040 0.0000
H 0.50484 1.41976 -0.12544 0.1404
H -3.85545 0.30181 -1.41999 0.0579
H -1.00486 0.07636 4.17267 0.0376
H 2.45949 -1.41166 -1.18895 0.1114
H -2.37497 2.25234 0.24114 0.0497
H -1.67042 -3.15268 -0.90179 0.0022
H 2.74748 1.99772 0.38609 0.1404
H 3.10820 0.18685 0.70720 0.1595
H -0.02966 2.87814 -1.97930 0.0395
H -2.58233 -2.05492 -1.32402 0.0130
H 1.21861 3.51644 -2.68396 0.0769
H 1.08469 -1.54862 -2.21840 0.1514
H 1.07347 3.25476 1.52878 0.0207
H 2.32768 -2.82817 1.11806 0.0830
H 0.97739 -3.92550 1.40433 0.0881
H 1.97483 -3.64019 -0.85399 0.1210
H -1.52642 -2.28342 3.11282 0.0105
H -3.54178 0.32216 -2.87283 0.0655
H -2.50895 2.15837 -1.26388 0.0060
```



(8)
Entry from the Open Molecules 2025 dataset: an isolated ion of composition H2NP2 and charge +1 at a distorted geometry (ωB97M-V/def2-TZVPD).

Summary:
ΔE to the lowest compared entry with this formula, charge and spin = 19.53 kcal per mole
calculated total energy = -20089.6353 eV
max |F| = 6.4 eV/A
SMILES = P=[N+]=P
net charge = +1

XYZ file:
```
5
Properties=species:S:1:pos:R:3:lowdin_charge:R:1
P -1.50220 -0.49105 0.05352 0.9602
P 1.77943 -0.45504 0.00542 1.0419
N 0.00990 -0.29295 -0.03777 -0.7715
H 1.63259 0.76243 0.71883 -0.1034
H -1.91972 0.47661 -0.74000 -0.1273
```